# 1
Below is one molecule with the formula C9H11NS at a distorted geometry, with properties calculated with wB97M-V/def2-TZVPD.

Geometry as ORCA input:
```
! RIJCOSX wB97M-V def2-TZVPD def2/J DEFGRID3
* xyz 0 1
S 0.35 -0.80 -0.71
N 0.43 1.10 1.36
C 0.20 0.88 -1.50
C 1.10 -2.54 2.82
C 0.76 -0.06 2.06
C 0.56 -1.03 1.09
C 1.17 -2.41 1.27
C -0.12 2.02 0.67
C -1.71 1.94 -3.00
C -1.19 1.57 -1.64
C -0.08 2.28 -0.97
H 0.13 -2.28 3.26
H -2.50 2.69 -2.73
H 0.70 0.78 -2.48
H -0.75 2.76 0.99
H 0.48 -3.02 0.69
H -1.96 0.93 -1.02
H 2.17 -2.56 0.94
H 1.32 -3.68 3.08
H 1.99 -2.10 3.16
H -0.92 2.34 -3.78
H -2.12 1.20 -3.55
*
```

Properties
Highest occupied orbital energy (alpha / beta) ... -7.9 / -8.5 eV
Lowest unoccupied orbital energy (alpha / beta) ... -1.825 / -1.237 eV
Frontier orbital gap (alpha / beta) ... 6.12 / 7.23 eV
Electronic energy ... -21826.870 eV



# 2
Below is C9H11OP as an isolated structure at a distorted geometry, with properties calculated with wB97M-V/def2-TZVPD.

Geometry as ORCA input:
```
! RIJCOSX wB97M-V def2-TZVPD def2/J DEFGRID3
* xyz 0 1
P -0.84 -2.36 -0.17
O -0.77 -3.00 -1.50
C 2.95 -0.45 -0.27
C 0.78 0.14 -1.35
C -1.30 0.01 -0.12
C 2.31 -0.61 0.93
C 0.13 -0.16 -0.15
C 0.92 -0.40 0.98
C 2.13 -0.21 -1.44
C -2.14 0.12 -1.38
C -2.15 0.09 1.16
H -3.10 -0.39 0.91
H 0.37 -0.48 1.95
H -3.16 0.54 -1.08
H -2.31 1.14 1.46
H 3.97 -0.38 -0.29
H 0.17 0.19 -2.20
H -1.75 0.99 -1.98
H 2.84 -0.81 1.78
H -1.51 -0.36 1.87
H 2.67 -0.29 -2.34
H -2.11 -0.80 -1.99
*
```

Properties
Highest occupied orbital energy (alpha / beta) ... -7.2 / -7.2 eV
Lowest unoccupied orbital energy (alpha / beta) ... -0.586 / -0.588 eV
Frontier orbital gap (alpha / beta) ... 6.63 / 6.63 eV
Electronic energy ... -20845.152 eV



# 3
Below is C9H12BFGaO7 as an isolated structure at a distorted geometry, with properties calculated with wB97M-V/def2-TZVPD.

Geometry as ORCA input:
```
! RIJCOSX wB97M-V def2-TZVPD def2/J DEFGRID3
* xyz -1 1
Ga 3.51 0.74 0.96
F 3.70 4.47 -1.16
O -1.26 -3.67 -0.30
O 1.34 -1.51 0.82
O -3.27 -4.28 -1.88
O 3.91 4.01 0.98
O -2.42 0.88 -0.23
O 0.77 0.22 2.30
O -4.48 0.25 -1.76
C -3.75 -0.67 -1.46
C -3.13 -3.01 -1.52
C -1.73 -1.36 -0.19
C 0.35 1.55 2.09
C -2.57 -0.39 -0.58
C -1.96 -2.73 -0.62
C 3.67 3.59 -0.11
C 3.34 2.19 -0.51
C -3.97 -2.04 -1.90
B 1.70 -0.27 1.38
H 1.01 2.11 1.44
H -0.87 -1.17 0.44
H 0.33 2.06 3.05
H 4.63 -0.36 0.55
H 3.97 1.47 2.32
H 1.87 -2.20 1.21
H -4.82 -2.23 -2.55
H -2.53 -4.75 -1.46
H -3.15 1.36 -0.65
H -0.64 1.54 1.66
H 2.37 2.23 -1.00
H 4.05 1.97 -1.30
*
```

Properties
Highest occupied orbital energy ... -4.3 eV
Lowest unoccupied orbital energy ... 0.617 eV
Frontier orbital gap ... 4.93 eV
Electronic energy ... -79631.662 eV



# 4
Below is C9H12Cl2CrF2NO21S2 as an isolated structure at a distorted geometry, with properties calculated with wB97M-V/def2-TZVPD.

Geometry as ORCA input:
```
! RIJCOSX wB97M-V def2-TZVPD def2/J DEFGRID3
* xyz -1 5
Cr 0.54 -0.15 0.19
Cl -0.24 0.58 3.24
Cl 1.09 0.38 -3.33
S 3.00 -2.38 -0.34
S 3.56 -1.00 1.40
F 1.97 -2.55 -1.56
F 2.95 0.11 2.37
O 2.45 -0.01 -3.04
O 2.87 -3.72 0.17
O -3.74 -0.21 0.01
O 0.47 -0.33 -4.40
O 1.07 1.79 -3.57
O 4.16 -1.98 -1.08
O -1.57 0.37 -0.08
O -3.29 1.80 -0.48
O 3.60 2.81 1.03
O -1.59 -3.93 0.60
O 3.89 -2.05 2.30
O 2.12 1.54 -0.07
O 4.67 -0.17 0.89
O 0.72 0.53 4.23
O 2.74 3.59 -0.87
O 0.31 1.21 2.09
O -2.38 -2.84 -1.05
O -0.48 -0.65 2.65
O -1.48 1.15 3.56
O -0.57 -1.98 -0.15
O 0.50 0.07 -2.07
N 2.12 -1.18 0.30
C -4.81 0.22 -0.82
C 2.79 2.55 -0.02
C -4.67 1.66 -0.50
C -2.88 -4.53 0.35
C -1.48 -2.82 -0.14
C 3.91 4.19 1.05
C -3.49 -3.54 -0.62
C 3.51 4.64 -0.35
C -2.78 0.66 -0.18
H -4.01 -4.09 -1.40
H -4.67 -0.05 -1.86
H 3.45 4.70 1.90
H 4.40 4.82 -0.96
H -4.25 -2.90 -0.16
H -5.11 1.95 0.45
H -3.42 -4.75 1.26
H -2.80 -5.51 -0.12
H 4.96 4.45 1.16
H -5.25 2.24 -1.22
H -5.77 -0.22 -0.55
H 2.88 5.51 -0.19
*
```

Properties
Highest occupied orbital energy (alpha / beta) ... -5.8 / -6.1 eV
Lowest unoccupied orbital energy (alpha / beta) ... 1.734 / 1.733 eV
Frontier orbital gap (alpha / beta) ... 7.51 / 7.85 eV
Expectation value of S² ... 6.01
Electronic energy ... -134570.213 eV



# 5
Below is a 2-piece molecular cluster, C9H12Cl2F7NO5P overall at a distorted geometry, with properties calculated with wB97M-V/def2-TZVPD.

Geometry as ORCA input:
```
! RIJCOSX wB97M-V def2-TZVPD def2/J DEFGRID3
* xyz 1 1
Cl -1.69 5.17 -0.68
Cl 0.61 3.57 0.14
P 0.06 -0.70 -0.82
F -0.40 -3.65 2.42
F -2.32 -0.77 1.87
F -1.48 -2.43 3.79
F -2.37 -1.47 -0.41
F -0.98 -3.08 -0.20
F -0.16 -0.84 2.12
F -2.57 -3.35 2.21
O -0.46 0.79 -0.74
O 4.48 -0.57 0.89
O 3.37 -0.59 2.79
O 0.23 -3.29 -2.99
O -0.01 -1.24 -2.37
N 0.81 -2.47 -2.47
C -0.64 4.72 0.66
C 2.33 0.25 0.62
C -1.18 -1.79 0.11
C -1.24 -1.52 1.65
C -0.64 1.43 -2.06
C -1.41 -2.80 2.52
C 1.78 -0.92 -0.27
C 3.50 -0.34 1.47
C -1.99 1.12 -2.73
H 1.58 0.74 1.26
H -2.82 1.64 -2.22
H 1.83 -1.85 0.33
H 2.47 -1.04 -1.12
H -0.62 2.51 -1.89
H -1.23 4.26 1.44
H -0.15 5.61 1.05
H -1.95 1.53 -3.75
H 2.81 1.00 -0.03
H 0.21 1.20 -2.72
H -2.20 0.04 -2.85
H 2.45 -0.86 2.98
*
```

Properties
Highest occupied orbital energy ... -13.8 eV
Lowest unoccupied orbital energy ... -5.049 eV
Frontier orbital gap ... 8.71 eV
Electronic energy ... -74602.000 eV



# 6
Below is a 2-piece molecular cluster, C9H12Cl2Si overall at a distorted geometry, with properties calculated with wB97M-V/def2-TZVPD.

Geometry as ORCA input:
```
! RIJCOSX wB97M-V def2-TZVPD def2/J DEFGRID3
* xyz 0 1
Cl -4.89 -1.63 -0.01
Cl -4.86 1.63 -0.56
Si -4.07 0.13 0.53
C 3.63 0.00 -0.63
C 1.50 1.17 -0.04
C 1.46 -1.21 -0.36
C -0.61 2.44 0.55
C -0.69 -2.52 -0.13
C -0.49 -0.04 0.18
C 0.09 -1.25 -0.10
C 0.13 1.17 0.23
C 2.16 -0.01 -0.34
H 4.00 1.02 -0.77
H 1.98 -2.13 -0.58
H 2.03 2.11 -0.03
H -1.27 -2.63 0.79
H -4.29 0.37 1.95
H -1.40 -2.49 -0.96
H 3.85 -0.56 -1.54
H -0.05 -3.38 -0.25
H -0.01 3.08 1.19
H 4.19 -0.46 0.18
H -1.55 2.20 1.04
H -0.83 2.99 -0.36
*
```

Properties
Highest occupied orbital energy (alpha / beta) ... -8.1 / -8.9 eV
Lowest unoccupied orbital energy (alpha / beta) ... -0.162 / -0.908 eV
Frontier orbital gap (alpha / beta) ... 7.92 / 7.99 eV
Electronic energy ... -42449.512 eV